A single C4H11N3 molecule. Source: OMol25; level of theory: ωB97M-V/def2-TZVPD.

The geometry in XYZ format:
```
18
Properties=species:S:1:pos:R:3:forces:R:3
C -1.3032 -2.0363 -0.0413 -0.532 0.294 -0.949
C -0.0254 -1.6004 -0.7882 -1.305 -0.314 -1.407
C 0.2172 -0.1388 -0.9827 -0.127 2.835 1.148
N 1.1706 0.4355 0.0081 -0.708 -0.446 0.674
C 0.8447 1.5202 0.8410 -0.872 -0.677 -0.521
N 0.1801 2.5488 0.2081 1.008 0.340 0.145
N 1.1240 1.4218 2.0771 1.494 -0.403 0.083
H -2.1803 -2.0697 -0.7083 0.434 -0.032 -0.237
H -1.1161 -3.0722 0.2255 -0.396 0.063 0.797
H -1.6908 -1.3597 0.7227 0.750 -0.339 0.618
H 0.8030 -2.1608 -0.3669 0.430 0.242 -0.274
H -0.2121 -1.8803 -1.8393 0.475 -0.834 0.410
H -0.7377 0.4212 -0.8493 0.176 -0.585 -0.134
H 0.5556 0.1987 -1.9662 0.121 -0.709 -0.116
H 1.4460 -0.2939 0.6484 0.364 -0.077 0.049
H -0.5226 2.3703 -0.4686 -0.177 -0.028 -0.487
H 0.1966 3.4344 0.6638 -0.426 0.240 0.207
H 1.2505 2.2614 2.6161 -0.708 0.429 -0.005
```
Positions in Å, forces in eV/Å.

- multiplicity = 1
- total charge = 0
- HOMO (eV) = -8.65
- molecular weight (Da) = 101.2
- SMILES = [H]/N=C(\N)NCCC
- E_tot (hartree) = -323.24715
- gap between HOMO and LUMO (eV) = 9.6

***

3 unconnected molecules or ions with the total composition C2H3ClO2S. Source: OMol25; level of theory: ωB97M-V/def2-TZVPD.

The geometry in XYZ format:
```
9
Properties=species:S:1:pos:R:3:forces:R:3
C -2.3485 0.9235 0.4375 0.452 0.359 -1.131
C -1.1588 0.7376 0.4520 -2.199 0.347 0.299
O -0.0051 -2.5199 0.7543 -0.075 -0.612 0.163
O 1.2014 -1.1818 -0.8404 -0.156 -1.020 -0.468
S 0.8061 -2.5097 -0.4149 -0.106 1.320 0.136
Cl 3.4453 0.5427 0.1306 -2.396 -0.862 -0.773
H -3.2901 1.2536 0.0365 0.031 -0.346 0.617
H 2.1815 0.0049 -0.3183 2.775 1.128 0.916
H -0.1475 0.6489 0.5951 1.673 -0.314 0.239
```
Positions in Å, forces in eV/Å.

- multiplicity = 1
- total charge = 0
- HOMO (eV) = -10.74
- molecular weight (Da) = 126.6
- E_tot (hartree) = -1086.75642
- gap between HOMO and LUMO (eV) = 8.6

***

A single C4H5NO2 molecule. Source: OMol25; level of theory: ωB97M-V/def2-TZVPD.

The geometry in XYZ format:
```
12
Properties=species:S:1:pos:R:3:forces:R:3
C 1.1104 0.6533 -0.2378 1.566 2.889 1.364
C 0.0263 1.5622 -0.0785 -0.756 0.931 -0.785
C 0.7872 -0.6235 -0.0244 -6.710 -1.013 0.554
C -1.0746 -0.4494 0.1660 7.255 0.952 -0.274
N -1.2197 0.8765 0.0586 2.303 -0.943 -0.248
O 1.3450 -1.8401 0.1884 0.944 0.380 0.063
O -1.9238 -1.4299 -0.0796 -0.469 -0.698 -0.369
H 2.1804 1.0745 -0.1785 -1.758 -0.771 -0.486
H 0.0390 2.6902 -0.2377 -0.135 -2.016 0.463
H -2.1046 1.3185 0.1180 -0.656 0.558 -0.173
H 2.1342 -1.7552 0.7661 -0.732 -0.052 -0.374
H -1.2997 -2.0773 -0.4605 -0.851 -0.218 0.264
```
Positions in Å, forces in eV/Å.

- multiplicity = 1
- total charge = 0
- HOMO (eV) = -6.36
- molecular weight (Da) = 99.1
- SMILES = Oc1cc[nH]c1O
- E_tot (hartree) = -360.51382
- gap between HOMO and LUMO (eV) = 7.1